[1]
Density functional theory data (ωB97M-V with the def2-TZVPD basis set) for one molecule with the formula C3H5F2NO2 at a distorted geometry.

```
13
C3H5F2NO2 | OMol25 | ωB97M-V with the def2-TZVPD basis set
C 0.634 1.066 -2.178
C -0.252 0.354 -1.179
N 0.136 -0.052 -0.055
O 1.233 -0.076 0.394
O -0.985 -0.511 1.043
C -0.616 -0.933 2.240
F 0.133 0.005 2.933
F 0.160 -2.041 2.251
H 1.264 1.596 -1.580
H 1.077 0.242 -2.727
H -0.077 1.571 -2.760
H -1.326 0.112 -1.313
H -1.380 -1.332 2.930
```

2S+1: 1
Lowest unoccupied orbital energy in eV: 0.119
Strongest force on any atom in eV/Å: 4.382
Orbital gap in eV: 9.8655
Structure (SMILES): C/C=[N+](\[O-])OC(F)F
Energy in Ha: -522.1187
Relative energy (zero: lowest compared OMol25 entry of this formula, charge and spin) in kJ/mol: 468.6

[2]
Density functional theory data (ωB97M-V with the def2-TZVPD basis set) for a 2-piece molecular cluster, C3H5F2P overall at a distorted geometry.

```
11
C3H5F2P | OMol25 | ωB97M-V with the def2-TZVPD basis set
C 1.804 -0.576 -0.385
C -2.012 1.682 0.987
C -1.319 1.181 -0.073
F 2.349 0.288 -1.202
F -1.837 1.382 -1.338
P 2.131 -2.166 -0.455
H -1.653 1.550 2.030
H -2.985 2.034 0.897
H 1.616 -2.571 0.814
H -0.375 0.611 -0.168
H 2.281 -3.416 -1.107
```

2S+1: 3
Lowest unoccupied orbital energy (alpha / beta) in eV: 0.441 / -2.087
Strongest force on any atom in eV/Å: 5.445
Orbital gap (alpha / beta) in eV: 7.4787 / 7.5985
Energy in Ha: -658.1084
Relative energy (zero: lowest compared OMol25 entry of this formula, charge and spin) in kJ/mol: 174.6
Expectation value of S²: 2.012

[3]
Density functional theory data (ωB97M-V with the def2-TZVPD basis set) for a 2-piece molecular cluster, C3H5F3 overall at a distorted geometry.

```
11
C3H5F3 | OMol25 | ωB97M-V with the def2-TZVPD basis set
C -0.714 -0.638 0.310
C -0.317 0.599 -0.440
C 1.970 0.892 -0.027
F -0.816 1.748 0.199
F 2.214 0.242 1.102
F 2.414 0.138 -1.001
H -0.010 -1.445 -0.024
H -1.847 -0.869 0.088
H -0.504 -0.274 1.425
H -0.382 0.664 -1.538
H 2.108 1.951 0.042
```

2S+1: 1
Lowest unoccupied orbital energy in eV: 1.048
Strongest force on any atom in eV/Å: 5.782
Orbital gap in eV: 9.4923
Energy in Ha: -416.7811
Relative energy (zero: lowest compared OMol25 entry of this formula, charge and spin) in kJ/mol: 374.5

[4]
Density functional theory data (ωB97M-V with the def2-TZVPD basis set) for a 2-piece molecular cluster, C3H5F3NO2S overall at a distorted geometry.

```
15
C3H5F3NO2S | OMol25 | ωB97M-V with the def2-TZVPD basis set
C 1.477 2.069 0.110
C 0.729 -0.788 0.759
C -1.990 -1.288 0.088
N 2.115 1.034 -0.130
O 3.023 0.435 -0.499
O -0.499 -0.098 -1.413
F -2.515 -2.250 0.874
F -2.158 -0.127 0.743
F -2.781 -1.232 -1.037
S -0.156 -1.478 -0.486
H 0.674 2.083 0.725
H -1.405 -0.001 -1.690
H 1.748 2.998 -0.362
H 0.163 -0.027 1.263
H 1.576 -1.330 1.056
```

2S+1: 1
Lowest unoccupied orbital energy (alpha / beta) in eV: -7.362 / -6.443
Strongest force on any atom in eV/Å: 2.955
Orbital gap (alpha / beta) in eV: 6.3954 / 7.7669
Energy in Ha: -1019.8193
Total charge: +1
Relative energy (zero: lowest compared OMol25 entry of this formula, charge and spin) in kJ/mol: 102.2

[5]
Density functional theory data (ωB97M-V with the def2-TZVPD basis set) for a 2-piece molecular cluster, C3H5F4NO overall at a distorted geometry.

```
14
C3H5F4NO | OMol25 | ωB97M-V with the def2-TZVPD basis set
C 0.151 0.883 2.127
C -0.681 1.558 0.114
C 0.206 -1.565 -1.604
N 0.157 1.678 1.122
O 0.801 -2.639 -2.095
F -0.856 2.646 -0.617
F -2.030 1.140 0.415
F 0.962 -0.901 -0.597
F -0.895 -1.849 -0.884
H 1.057 0.670 2.701
H -0.752 0.329 2.390
H 0.029 -0.653 -2.371
H 1.049 2.086 0.829
H 0.802 -3.384 -1.529
```

2S+1: 1
Lowest unoccupied orbital energy (alpha / beta) in eV: 0.514 / 0.645
Strongest force on any atom in eV/Å: 4.927
Orbital gap (alpha / beta) in eV: 7.7910 / 8.3547
Energy in Ha: -646.6471
Relative energy (zero: lowest compared OMol25 entry of this formula, charge and spin) in kJ/mol: 250.4

[6]
Density functional theory data (ωB97M-V with the def2-TZVPD basis set) for one molecule with the formula C3H5F4NO at a distorted geometry.

```
14
C3H5F4NO | OMol25 | ωB97M-V with the def2-TZVPD basis set
C -0.747 0.426 0.075
N -0.327 0.138 -1.301
C 0.276 -1.063 -1.529
F 0.336 -1.271 -2.850
F -0.354 -2.193 -0.994
C 1.937 -1.051 -0.708
O 1.960 -1.420 0.534
F 2.560 -1.880 -1.539
F 2.450 0.186 -1.022
H -1.232 1.381 0.216
H -1.381 -0.225 0.550
H 0.260 0.511 0.648
H -1.191 0.280 -1.871
H 2.701 -2.065 0.628
```

2S+1: 1
Lowest unoccupied orbital energy in eV: 0.654
Strongest force on any atom in eV/Å: 6.749
Orbital gap in eV: 10.8490
Structure (SMILES): CNC(F)(F)C(O)(F)F
Energy in Ha: -646.7424
Relative energy (zero: lowest compared OMol25 entry of this formula, charge and spin) in kJ/mol: 0.0

Which value of strongest force on any atom does entry 2 give?
5.445 eV/Å

Which formula does entry 3 have?
C3H5F3